Record 1
Molecular formula: C40H30F13N4O10PS2
Method: DFT, wB97M-V/def2-TZVPD

Values from the calculation:
HOMO-LUMO gap, eV: 7.32
Maximum force, eV Å⁻¹: 1.22
SMILES: O=C1C=C([PH2]=S)C(=O)c2c(CCC(F)(F)C(F)(F)C(F)(F)C(F)(F)S(F)(F)(F)(F)F)cccc21.O=[N+]([O-])c1ccccc1.O=[N+]([O-])c1ccccc1.O=[N+]([O-])c1ccccc1.O=[N+]([O-])c1ccccc1
Charge: 0
HOMO level, eV: -8.59
E_LUMO, eV: -1.268

Last column: Löwdin charge in e.
CARTESIAN COORDINATES (ANGSTROEM)
O  5.61228  -2.44662  4.11748  0.140
C  4.68466  -2.44777  3.35651  -0.342
C  4.07023  -3.71026  2.89576  0.018
C  3.43557  -3.77207  1.73089  -0.307
P  2.72808  -5.31034  1.08440  0.379
S  3.77496  -6.90701  1.44235  0.116
C  3.34030  -2.53664  0.89004  -0.347
O  3.28712  -2.63225  -0.30977  0.099
C  3.37466  -1.23680  1.60719  -0.032
C  2.76734  -0.07753  1.08002  -0.118
C  1.94656  -0.07039  -0.18041  -0.106
C  0.66978  -0.92532  -0.16615  -0.043
C  -0.31251  -0.52276  0.91828  -0.431
F  -0.09654  -1.29264  2.03285  0.113
F  -0.18081  0.75590  1.29583  0.144
C  -1.78376  -0.74504  0.51416  -0.361
F  -2.04304  -2.04726  0.35993  0.161
F  -1.95623  -0.15542  -0.69313  0.137
C  -2.81518  -0.05658  1.47628  -0.372
F  -2.41163  -0.08048  2.74169  0.165
F  -2.87539  1.23311  1.10008  0.162
C  -4.28111  -0.58731  1.31726  -0.420
F  -5.10029  0.42799  1.58409  0.140
F  -4.47293  -0.94045  0.04839  0.119
S  -4.82429  -2.00242  2.46451  0.761
F  -5.00216  -3.00764  1.26264  -0.116
F  -3.33675  -2.49139  2.63704  -0.119
F  -4.66718  -1.02375  3.68798  -0.110
F  -6.33604  -1.55879  2.28922  -0.119
F  -5.30085  -3.12650  3.46140  -0.117
C  2.95204  1.13092  1.77994  0.010
C  3.68628  1.15934  2.97713  -0.027
C  4.24250  -0.00799  3.51300  0.008
C  4.08721  -1.20466  2.82187  -0.087
H  4.18787  -4.58847  3.51456  0.115
H  2.59686  -5.05710  -0.28451  -0.015
H  1.40396  -5.35828  1.55303  -0.028
H  1.63314  0.94666  -0.37754  0.088
H  2.53803  -0.38863  -1.02991  0.125
H  0.86503  -1.98145  -0.02056  0.122
H  0.21824  -0.83379  -1.14820  0.133
H  2.53550  2.04130  1.38139  0.085
H  3.81968  2.10811  3.47481  0.106
H  4.80594  0.02994  4.43122  0.119
O  -5.02095  -0.02096  -7.45277  0.077
N  -4.44496  -0.68371  -6.61398  -0.354
O  -3.54686  -1.46694  -6.84651  0.078
C  -4.86491  -0.52377  -5.21146  -0.148
C  -5.90386  0.33786  -4.91802  -0.004
C  -6.30254  0.47267  -3.59830  -0.060
C  -5.66271  -0.24444  -2.59518  -0.065
C  -4.61434  -1.10217  -2.91148  -0.061
C  -4.21248  -1.24583  -4.23019  0.003
H  -6.39540  0.89326  -5.70243  0.119
H  -7.11714  1.13941  -3.35144  0.108
H  -5.98674  -0.13172  -1.57225  0.095
H  -4.10981  -1.66313  -2.14099  0.094
H  -3.40224  -1.91133  -4.48764  0.120
O  -0.89091  -8.58023  2.94372  0.095
N  -1.27258  -7.44042  3.08804  -0.348
O  -0.72596  -6.45822  2.62134  0.051
C  -2.48277  -7.21347  3.89318  -0.144
C  -3.12228  -8.29331  4.47121  -0.001
C  -4.24985  -8.06168  5.24299  -0.064
C  -4.71847  -6.76659  5.42327  -0.064
C  -4.06270  -5.69635  4.82772  -0.063
C  -2.93539  -5.91761  4.05640  0.001
H  -2.74966  -9.29627  4.32571  0.120
H  -4.76175  -8.89374  5.70602  0.108
H  -5.59724  -6.59108  6.02949  0.108
H  -4.42368  -4.69163  4.97012  0.091
H  -2.41655  -5.09294  3.59235  0.112
O  0.79540  3.28762  0.58719  0.060
N  1.43134  3.89715  -0.25451  -0.332
O  2.11118  3.36862  -1.11208  0.083
C  1.37980  5.36416  -0.22682  -0.144
C  0.63874  5.99095  0.75843  -0.001
C  0.60788  7.37564  0.78601  -0.062
C  1.30973  8.10795  -0.16329  -0.061
C  2.04222  7.45772  -1.14775  -0.053
C  2.08110  6.07412  -1.18378  0.003
H  0.09608  5.41294  1.49133  0.119
H  0.03742  7.88350  1.55105  0.109
H  1.28794  9.18908  -0.13463  0.110
H  2.58852  8.02741  -1.88762  0.100
H  2.64970  5.55956  -1.94442  0.116
O  5.01866  8.37452  -3.22414  0.061
N  5.62977  7.33546  -3.05909  -0.352
O  6.34533  7.10122  -2.10822  0.083
C  5.47555  6.28234  -4.07562  -0.155
C  4.68533  6.53012  -5.18308  -0.006
C  4.55182  5.53794  -6.14067  -0.064
C  5.20210  4.32151  -5.97874  -0.067
C  5.98607  4.09104  -4.85592  -0.061
C  6.12827  5.07714  -3.89335  -0.002
H  4.18369  7.47900  -5.29967  0.118
H  3.94106  5.71519  -7.01487  0.109
H  5.09788  3.55059  -6.73050  0.109
H  6.48895  3.14248  -4.72991  0.110
H  6.73608  4.90794  -3.01731  0.120


Record 2
Molecular formula: C40H31Br2CrN3O3P2
Method: DFT, wB97M-V/def2-TZVPD

Values from the calculation:
HOMO-LUMO gap (alpha / beta), eV: 5.88 / 6.36
⟨S²⟩: 0.760
Maximum force, eV Å⁻¹: 2.39
ΔE to the lowest compared entry with this formula, charge and spin, kJ/mol: 212.2
Charge: +1
2S+1: 2
HOMO level (alpha / beta), eV: -10.29 / -10.31
E_LUMO (alpha / beta), eV: -4.410 / -3.955

Last column: Löwdin charge in e.
CARTESIAN COORDINATES (ANGSTROEM)
Cr  -0.39641  0.25861  -1.52923  0.754
O  -1.34341  -2.69829  -3.99583  0.136
C  -0.95031  -1.70969  -3.42583  -0.572
O  -0.92141  -1.49769  -2.15853  -0.183
C  -0.37151  -0.52649  -4.19253  -0.152
C  -0.45931  -0.40009  -5.56883  0.048
C  0.07889  0.72871  -6.16563  -0.004
C  0.71389  1.66581  -5.35753  -0.015
C  0.76259  1.46141  -3.98993  -0.075
N  0.20689  0.39631  -3.41243  -0.002
H  -0.96571  -1.17379  -6.12343  0.135
H  0.01079  0.87311  -7.23213  0.122
H  1.15469  2.55631  -5.77833  0.118
H  1.26139  2.15801  -3.32433  0.124
Br  -4.90871  1.83191  -2.94593  0.830
C  -3.62871  2.77521  -1.92603  -0.589
C  -3.92521  3.99151  -1.32373  -0.147
C  -2.99161  4.62691  -0.53413  -0.611
Br  -3.48721  6.24651  0.31377  0.804
C  -1.70101  4.08321  -0.32533  -0.176
C  -0.69061  4.63751  0.47747  0.009
C  0.52409  3.99331  0.55047  -0.021
C  0.72899  2.78971  -0.12573  -0.130
N  -0.21731  2.20571  -0.85113  -0.009
C  -1.40161  2.86041  -0.97323  -0.136
C  -2.37121  2.17991  -1.76673  -0.419
O  -2.03911  1.04431  -2.24823  -0.160
H  -4.89531  4.44221  -1.46813  0.105
H  -0.88251  5.54721  1.02877  0.093
H  1.31719  4.40041  1.15657  0.115
H  1.68019  2.27111  -0.05673  0.110
C  -1.16521  -2.49739  0.77367  -0.126
N  -0.07311  -1.53619  0.92087  -0.445
P  1.02209  -1.23969  -0.37693  0.936
C  2.52829  -0.81089  0.54507  -0.355
C  2.82699  -1.28159  1.81837  -0.092
C  4.07789  -1.04159  2.35847  -0.054
C  5.03709  -0.36469  1.62337  -0.062
C  4.74089  0.10751  0.35447  -0.068
C  3.48329  -0.10279  -0.17733  -0.109
C  1.51159  -2.88039  -0.97103  -0.310
C  1.75789  -3.90019  -0.05453  -0.081
C  2.21529  -5.12539  -0.50163  -0.057
C  2.41699  -5.33989  -1.85783  -0.058
C  2.17959  -4.32339  -2.76983  -0.052
C  1.73779  -3.08919  -2.32613  -0.075
P  -0.30521  0.10021  1.50367  1.041
C  -2.09861  0.34611  1.70537  -0.347
C  -2.93801  0.16301  0.60727  -0.111
C  -4.27571  0.50371  0.68907  -0.056
C  -4.77071  1.07331  1.85427  -0.055
C  -3.92991  1.30261  2.93247  -0.060
C  -2.59691  0.93681  2.86467  -0.073
C  0.23699  -0.13689  3.23377  -0.391
C  1.12739  0.78271  3.77537  -0.107
C  1.61029  0.60911  5.06127  -0.071
C  1.19979  -0.48329  5.80817  -0.067
C  0.31709  -1.40589  5.26587  -0.063
C  -0.16651  -1.23839  3.98197  -0.086
H  -0.78851  -3.50309  0.96457  0.082
H  -1.60491  -2.48969  -0.22713  0.075
H  -1.94551  -2.26869  1.50047  0.080
H  2.09129  -1.83299  2.38487  0.097
H  4.31179  -1.39889  3.34957  0.113
H  6.02109  -0.20809  2.03537  0.110
H  5.48969  0.62571  -0.22243  0.109
H  3.22249  0.25631  -1.16813  0.099
H  1.60609  -3.72319  1.00137  0.102
H  2.41309  -5.91839  0.20657  0.112
H  2.76779  -6.30099  -2.20463  0.111
H  2.33259  -4.49599  -3.82433  0.113
H  1.56689  -2.28359  -3.03023  0.100
H  -2.54651  -0.26809  -0.31473  0.086
H  -4.93281  0.33631  -0.15343  0.097
H  -5.81381  1.34291  1.91537  0.111
H  -4.30791  1.77451  3.82747  0.111
H  -1.93451  1.09411  3.70617  0.104
H  1.43559  1.63091  3.17737  0.101
H  2.30699  1.32131  5.48067  0.109
H  1.55599  -0.61359  6.81957  0.109
H  0.00419  -2.26199  5.84397  0.110
H  -0.84941  -1.96139  3.56187  0.106


Record 3
Molecular formula: C40H31F6N6O5S3TaTe
Method: DFT, wB97M-V/def2-TZVPD

Values from the calculation:
HOMO-LUMO gap, eV: 5.55
Maximum force, eV Å⁻¹: 5.51
ΔE to the lowest compared entry with this formula, charge and spin, kJ/mol: 368.4
Charge: +2
HOMO level, eV: -12.82
E_LUMO, eV: -7.273

Last column: Löwdin charge in e.
CARTESIAN COORDINATES (ANGSTROEM)
Ta  0.56475  -1.04838  -0.65001  1.628
C  3.43845  -3.70810  -2.95873  -0.032
C  4.11550  -4.45904  -1.99982  -0.013
C  3.88108  -4.18428  -0.67985  0.024
C  2.96991  -3.19448  -0.29307  -0.325
N  2.24815  -2.52044  -1.22665  -0.055
C  2.53816  -2.77509  -2.53714  -0.141
N  2.97058  -2.92912  1.05732  0.161
C  2.16507  -2.21271  1.73403  -0.404
N  0.92368  -1.64155  1.34839  -0.123
C  0.21535  -1.40148  2.58294  -0.268
N  -1.01405  -1.38653  2.84781  0.200
C  -2.10256  -1.58115  1.99305  -0.331
C  -3.16436  -2.31613  2.51477  0.015
C  -4.33802  -2.39038  1.79978  -0.019
C  -4.43243  -1.68971  0.60190  -0.039
C  -3.32422  -1.01325  0.15284  -0.165
N  -2.14309  -0.98358  0.80236  0.077
C  1.22718  -1.39707  3.66530  -0.111
C  1.09966  -1.07263  5.00271  0.012
C  2.21591  -1.26713  5.80486  -0.034
C  3.39984  -1.80327  5.28503  -0.035
C  3.49667  -2.16075  3.94994  0.019
C  2.38482  -1.93175  3.15929  -0.134
H  3.61010  -3.84138  -4.01705  0.125
H  4.83809  -5.21176  -2.28799  0.129
H  4.41304  -4.68560  0.11610  0.131
H  2.03790  -2.17384  -3.27396  0.085
H  -3.04192  -2.79062  3.47864  0.126
H  -5.18271  -2.94617  2.18624  0.124
H  -5.34782  -1.66636  0.02697  0.124
H  -3.37695  -0.46522  -0.77914  0.103
H  0.17087  -0.68770  5.40359  0.122
H  2.17041  -1.00509  6.85394  0.117
H  4.24827  -1.94682  5.94019  0.117
H  4.39899  -2.59178  3.53644  0.126
F  -1.91633  -0.94582  -5.10457  0.216
C  -0.74433  -0.45627  -4.78771  -0.683
F  -0.72332  0.85350  -4.84914  0.209
F  0.21860  -0.99659  -5.49347  0.212
S  -0.49828  -0.91199  -2.98452  0.679
O  0.84196  -0.30500  -2.52045  -0.423
O  -1.59160  -0.39874  -2.18377  -0.277
N  -0.36365  -2.48271  -2.91368  -0.276
S  -1.15417  -3.26482  -1.70380  0.781
O  -2.56435  -3.14306  -1.66973  -0.182
O  -0.35587  -2.89160  -0.45380  -0.441
C  -0.69774  -5.04992  -2.01248  -0.688
F  0.61127  -5.17808  -2.02842  0.194
F  -1.22119  -5.38128  -3.16805  0.208
F  -1.22660  -5.71374  -1.01255  0.210
Te  2.80969  0.27566  0.21765  1.309
C  3.65138  1.44235  -1.26170  -0.621
C  4.96414  1.12221  -1.60376  -0.160
C  5.64979  1.92281  -2.50714  -0.065
C  5.02797  3.02878  -3.07060  -0.060
C  3.71687  3.33935  -2.73106  -0.063
C  3.02518  2.54546  -1.82388  -0.139
H  5.45554  0.26387  -1.16358  0.088
H  6.67035  1.67802  -2.77289  0.115
H  5.56895  3.65342  -3.76952  0.115
H  3.22968  4.20484  -3.16456  0.112
H  2.01623  2.80716  -1.55993  0.065
O  -0.26582  0.71007  -0.23879  -0.761
S  -0.75110  1.52040  1.03186  1.110
C  -2.37816  2.18488  0.59150  -0.234
C  -3.52809  1.77499  1.47831  -0.288
C  -4.80387  1.86522  0.93189  -0.049
C  -5.91844  1.58896  1.70998  -0.059
C  -5.76193  1.20728  3.03669  -0.062
C  -4.48936  1.12382  3.58564  -0.057
C  -3.37409  1.41851  2.81162  -0.061
C  0.18947  3.05437  0.85022  -0.260
C  -0.29609  4.01537  -0.21040  -0.300
C  -0.55006  5.32765  0.17305  -0.031
C  -0.98240  6.26706  -0.75577  -0.046
C  -1.17932  5.89568  -2.07562  -0.054
C  -0.93781  4.58261  -2.46607  -0.053
C  -0.49848  3.64821  -1.54187  -0.072
H  -2.53135  1.90876  -0.45313  0.110
H  -2.24027  3.26515  0.62916  0.106
H  -4.93049  2.16658  -0.10336  0.124
H  -6.90865  1.67170  1.27951  0.115
H  -6.63009  0.98706  3.64423  0.114
H  -4.36154  0.83721  4.62180  0.115
H  -2.38839  1.35911  3.26424  0.101
H  1.21599  2.71312  0.71451  0.040
H  0.11683  3.51213  1.84150  0.115
H  -0.39534  5.62743  1.20411  0.124
H  -1.16593  7.28641  -0.44292  0.118
H  -1.52078  6.62373  -2.79940  0.116
H  -1.08780  4.29068  -3.49801  0.111
H  -0.32117  2.62840  -1.85844  0.097


The lowest charge belongs to which entry? C40H30F13N4O10PS2


What is the charge in the first record? 0


Look up the charge of the first one. 0


charge of number 3 (C40H31F6N6O5S3TaTe)? +2